Entry 1:
The following is a DFT calculation (ωB97M-V/def2-TZVPD) of C18H23NO in the gas phase.

The geometry in XYZ format:
```
43
C18H23NO | the OMol25 dataset | ωB97M-V/def2-TZVPD
H 3.208 3.446 -0.285
C -0.969 -0.588 0.844
C -3.175 -2.628 -1.613
H 5.998 1.152 1.222
C -1.615 0.676 -1.295
H 4.736 0.023 2.815
H 5.283 2.681 0.701
C -2.038 0.093 0.001
C 1.454 1.215 1.237
H 0.184 -0.108 3.916
C -1.870 -2.348 -0.868
H 0.528 1.585 0.825
C 2.664 2.529 -0.507
H -2.858 -1.698 0.973
C -3.885 -1.356 -2.075
C 3.859 1.177 1.246
C 1.414 0.362 2.335
O -1.979 -0.530 2.995
H -4.812 -1.655 -2.571
H -4.157 -0.746 -1.215
H 1.650 2.791 -0.799
H -2.589 -1.190 -3.783
H -1.553 0.974 -3.326
C 2.611 -0.052 2.909
H 3.155 2.050 -1.354
N 0.201 -0.042 2.906
H 5.254 1.289 -0.375
C -0.985 -0.375 2.311
H -2.967 -3.262 -2.479
H -2.723 0.720 0.565
H -1.130 -1.936 -1.556
C -2.115 -1.375 0.253
H -3.761 0.103 -3.639
H -3.848 -3.180 -0.953
H 0.007 -0.714 0.393
H -1.474 -3.285 -0.467
C 5.176 1.597 0.668
C 2.658 1.618 0.682
C 3.812 0.355 2.363
H -0.851 1.441 -1.188
H 2.595 -0.694 3.778
C -3.070 -0.521 -3.061
C -2.024 0.409 -2.527
```

Summary:
Molar mass   269.39 g mol⁻¹
Orbital gap   9.19 eV
Lowest unoccupied orbital energy   0.0301 Ha
HOMO energy   -8.37 eV
ΔE to the lowest compared entry with this formula, charge and spin   12.7 kcal per mole
SMILES   Cc1ccc(NC(=O)[C@@H]2[C@H]3/C=C\CCCC[C@H]32)cc1C

---

Entry 2:
The following is a DFT calculation (ωB97M-V/def2-TZVPD) of a molecular structure, C22H20B3Ba2Br10O24.

The geometry in XYZ format:
```
81
C22H20B3Ba2Br10O24 | the OMol25 dataset | ωB97M-V/def2-TZVPD
Br 4.461 -0.362 -1.587
H 3.023 6.273 0.809
Br 1.021 2.929 -5.700
C 0.108 -5.432 2.907
H -3.906 -1.113 -2.410
Ba -3.911 -4.673 -0.187
Br 4.864 3.079 -2.256
O 0.443 0.021 0.807
O -3.067 -1.216 3.991
H -2.119 2.860 -5.179
H 0.766 7.077 0.094
O -1.817 -4.740 1.576
O -4.342 -2.186 0.906
Br -3.605 -0.096 -5.508
C 2.694 -4.797 0.527
C -1.598 3.583 -4.552
B -2.978 -0.025 3.210
C 0.078 -2.351 -1.281
H 5.666 0.689 -3.523
O -1.459 -0.766 -0.701
O 0.946 -4.761 3.651
O 1.212 2.889 -1.025
Br 1.370 5.028 2.352
O -0.110 1.971 3.358
Br -5.506 0.451 -1.348
H -5.795 -0.613 -4.231
H 2.855 1.771 -3.036
O 0.537 -3.459 -1.539
C -3.850 -1.544 1.830
O 0.246 -2.725 4.993
H 1.658 -4.916 0.210
C -3.490 -2.202 3.190
H 3.440 -3.088 -0.875
Br -2.613 3.794 -2.910
C 2.218 5.557 0.642
H 0.335 5.493 -0.507
O 1.767 -2.631 3.077
C 0.881 -1.575 4.940
H 0.257 4.105 -3.498
O 2.562 -0.534 3.470
C -0.894 -4.423 2.323
C 3.317 -3.381 0.168
Br 5.263 -3.412 0.897
C -1.389 -2.027 -1.173
H 2.711 -2.630 0.676
O -3.707 -0.290 1.909
O -0.609 -3.228 2.661
C -1.244 1.488 3.366
H 2.681 -4.996 1.599
C 4.596 0.517 -3.406
O 0.798 -1.294 -1.141
C 0.728 1.838 -0.612
O -0.095 0.942 -1.342
C 1.073 1.141 0.714
O -1.592 0.337 2.967
H -0.157 2.338 -3.574
C -4.947 0.057 -4.086
C 1.896 -1.531 3.770
Ba 2.529 1.949 4.041
O -2.465 2.895 5.025
C -0.151 3.293 -4.099
Br 3.687 -6.263 -0.426
B -0.062 -0.286 -0.587
C 3.883 1.825 -3.396
H 2.721 4.642 0.329
B 0.571 -3.324 3.581
H -3.325 0.510 -2.679
O 0.051 -6.642 2.703
O -3.505 1.133 3.926
H 4.225 -0.206 -4.133
Br 2.060 6.513 -2.021
C -2.469 1.930 4.233
H -1.645 4.644 -4.799
C -4.221 -0.111 -2.699
O -2.349 -2.792 -1.406
H -5.313 1.083 -4.125
H 3.868 2.334 -4.359
O 0.836 -0.710 5.803
O -3.582 -3.371 3.400
O 1.809 1.595 1.574
C 1.181 6.144 -0.289
```

Summary:
Molar mass   1774.51 g mol⁻¹
Orbital gap   7.21 eV
Net charge   +1
Lowest unoccupied orbital energy   -0.1484 Ha
HOMO energy   -11.25 eV
ΔE to the lowest compared entry with this formula, charge and spin   68.2 kcal per mole

---

Entry 3:
The following is a DFT calculation (ωB97M-V/def2-TZVPD) of a molecular structure, C9H9MnNO6.

The geometry in XYZ format:
```
26
C9H9MnNO6 | the OMol25 dataset | ωB97M-V/def2-TZVPD
H 0.312 -2.801 1.181
O 0.507 0.353 0.125
O -0.946 3.638 0.439
O -3.331 0.286 1.283
H 3.682 -1.807 1.970
C 2.683 -2.078 1.624
H 3.081 0.644 -0.035
Mn -1.446 1.027 -0.906
C 2.925 0.310 0.996
H 2.479 1.159 1.524
H -0.229 -2.317 -0.427
H 2.756 -2.880 0.879
N 2.091 -0.869 1.066
H 2.095 -2.465 2.464
C -5.338 3.438 -2.916
C -2.573 0.542 0.434
C -0.060 -1.964 0.592
C -2.091 -0.339 -1.910
O 0.286 2.013 -3.144
H -1.042 -1.694 0.975
H 3.871 0.026 1.456
C -0.399 1.570 -2.309
O -2.559 -1.183 -2.557
C -1.191 2.627 -0.080
C 0.847 -0.772 0.588
O -6.407 3.534 -3.314
```

Summary:
Molar mass   282.11 g mol⁻¹
Orbital gap (alpha / beta)   6.80 / 4.39 eV
Net charge   +2
Lowest unoccupied orbital energy (alpha / beta)   -0.3584 / -0.4546 Ha
Multiplicity   6
HOMO energy (alpha / beta)   -16.55 / -16.76 eV

---

| no. | E_tot (hartree) |
| --- | --- |
| 1 | -829.68324 |
| 2 | -28522.40408 |
| 3 | -2004.71449 |